1.
75
Properties=species:S:1:pos:R:3 method="wB97M-V/def2-TZVPD" max_force_ha_per_bohr=0.0580 total_charge=0
Be 0.044 0.128 3.292
C -2.072 2.052 -5.229
C -2.142 0.838 -4.669
C -1.320 -0.398 -4.922
C 0.030 -0.215 -5.650
C 0.980 0.700 -4.915
C 1.050 2.036 -4.948
C 0.228 3.035 -5.720
C -1.123 2.550 -6.292
C 1.463 0.690 4.748
H -2.772 2.799 -4.855
H -2.910 0.701 -3.906
H -1.929 -1.125 -5.482
H -1.127 -0.871 -3.949
H 0.496 -1.204 -5.732
H -0.140 0.123 -6.674
H 1.679 0.194 -4.250
H 1.817 2.495 -4.323
H 0.837 3.440 -6.543
H 0.035 3.888 -5.055
H -1.588 3.402 -6.802
H -0.953 1.795 -7.063
H 1.077 1.485 5.411
H 2.403 1.044 4.277
H 1.699 -0.205 5.362
P 1.660 -0.344 1.715
P -1.423 -0.560 1.647
N 2.685 0.954 1.189
N 2.890 -1.555 2.007
N -2.054 0.706 0.635
N -2.818 -1.528 2.016
C 0.870 -0.945 0.128
C -0.489 -1.603 0.421
C 2.472 2.287 1.559
C 3.330 3.074 0.819
C 4.090 2.206 -0.035
C 3.674 0.911 0.201
C 3.720 -1.547 3.128
C 4.329 -2.784 3.222
C 3.839 -3.591 2.143
C 2.949 -2.821 1.419
C -2.301 1.991 1.132
C -2.804 2.761 0.103
C -2.871 1.934 -1.065
C -2.408 0.680 -0.719
C -3.883 -1.875 1.182
C -4.650 -2.817 1.841
C -4.035 -3.068 3.112
C -2.914 -2.267 3.200
H 1.552 -1.612 -0.431
H 0.729 -0.027 -0.476
H -1.066 -1.779 -0.505
H -0.366 -2.582 0.925
H 1.721 2.523 2.317
H 3.415 4.160 0.889
H 4.872 2.504 -0.738
H 4.001 -0.045 -0.211
H 3.806 -0.648 3.741
H 5.062 -3.076 3.976
H 4.122 -4.620 1.915
H 2.354 -3.061 0.537
H -2.077 2.214 2.176
H -3.087 3.815 0.177
H -3.216 2.232 -2.059
H -2.295 -0.225 -1.316
H -4.015 -1.387 0.216
H -5.570 -3.266 1.460
H -4.391 -3.751 3.887
H -2.169 -2.129 3.985
C -0.687 -1.276 5.758
C -0.084 -1.351 4.364
O 0.324 -2.422 3.938
H -1.722 -0.880 5.710
H -0.128 -0.604 6.435
H -0.706 -2.284 6.223

=====

2.
65
Properties=species:S:1:pos:R:3 method="wB97M-V/def2-TZVPD" max_force_ha_per_bohr=0.0062 total_charge=+1
Ti 1.400 -0.692 1.199
O 0.631 -0.545 5.028
C 0.742 -0.818 3.884
O 1.307 -0.043 2.927
C 0.246 -2.153 3.231
O -0.280 -3.039 3.804
O 0.515 -2.119 1.897
C -3.639 -0.993 -1.343
C -3.175 -1.415 -2.737
C -3.546 -0.305 -3.730
C -3.899 -2.714 -3.115
C -1.667 -1.641 -2.793
C -1.079 -2.090 -3.996
C 0.271 -2.330 -4.123
C 1.078 -2.100 -3.011
S 2.797 -2.295 -2.825
C 2.679 -1.758 -1.208
N 1.462 -1.450 -0.817
C 0.524 -1.644 -1.820
C -0.848 -1.419 -1.702
C 3.774 -1.571 -0.252
C 5.103 -1.838 -0.536
C 6.061 -1.594 0.441
C 5.693 -1.084 1.677
C 4.356 -0.815 1.959
C 3.379 -1.058 0.999
H -4.720 -0.854 -1.351
H -3.190 -0.046 -1.032
H -3.411 -1.753 -0.592
H -4.624 -0.135 -3.712
H -3.267 -0.563 -4.752
H -3.049 0.632 -3.470
H -4.979 -2.560 -3.069
H -3.642 -3.520 -2.426
H -3.657 -3.041 -4.126
H -1.711 -2.259 -4.857
H 0.684 -2.682 -5.057
H -1.261 -1.100 -0.753
H 5.400 -2.233 -1.500
H 7.102 -1.804 0.233
H 6.448 -0.896 2.428
H 4.083 -0.418 2.929
Te 0.464 1.713 -0.085
C 1.363 2.910 1.399
C 2.648 3.369 1.139
C 3.312 4.104 2.112
C 2.687 4.380 3.320
C 1.399 3.922 3.563
C 0.730 3.177 2.604
C -1.537 1.753 0.536
C -1.995 0.927 1.559
C -3.334 0.957 1.920
C -4.209 1.807 1.258
C -3.750 2.629 0.238
C -2.413 2.604 -0.130
H 3.132 3.173 0.189
H 4.312 4.468 1.919
H 3.205 4.957 4.074
H 0.914 4.138 4.505
H -0.269 2.811 2.802
H -1.313 0.273 2.089
H -3.689 0.318 2.717
H -5.253 1.828 1.539
H -4.434 3.293 -0.273
H -2.061 3.247 -0.927

=====

3.
6
Properties=species:S:1:pos:R:3 method="wB97M-V/def2-TZVPD" max_force_ha_per_bohr=0.0601 total_charge=0
N -1.179 0.719 1.031
O -2.265 0.931 0.839
O 1.382 -0.035 -1.714
O -0.543 -0.443 -0.244
F 1.698 -0.304 0.743
S 0.905 -0.868 -0.655

=====

4.
180
Properties=species:S:1:pos:R:3 method="wB97M-V/def2-TZVPD" max_force_ha_per_bohr=0.0781 total_charge=+3
N 0.387 0.133 -0.614
O 0.542 1.263 -1.110
O -0.697 -0.170 -0.047
O 1.304 -0.651 -0.712
C 2.930 -4.001 -4.285
O 1.755 -3.270 -4.289
O 2.553 -5.304 -3.816
C 3.730 -3.898 -5.725
F 4.130 -2.665 -5.977
F 4.809 -4.714 -5.603
F 2.986 -4.351 -6.763
C 1.790 -1.855 -4.099
C 0.271 -1.512 -4.168
H -0.162 -1.859 -5.106
H -0.350 -1.975 -3.401
H 0.206 -0.429 -4.062
H 2.514 -1.382 -4.763
H 2.161 -1.667 -3.091
H 3.672 -3.587 -3.603
C 4.816 5.242 0.970
C 3.306 4.837 0.970
C 3.072 3.641 0.069
O 2.558 4.885 2.188
H 4.976 6.066 1.666
H 5.139 5.541 -0.027
H 5.505 4.484 1.341
H 2.832 5.597 0.349
H 2.038 3.591 -0.272
H 3.383 2.677 0.470
H 3.761 3.825 -0.756
C -1.309 -2.556 3.095
O -2.041 -3.369 2.238
C -2.432 -2.731 1.003
C -3.225 -3.623 0.001
N -4.468 -4.128 0.792
H -4.242 -4.432 1.728
H -5.059 -3.310 0.846
C -5.245 -5.275 0.085
C -6.462 -5.833 0.929
O -6.004 -6.296 2.150
C -7.143 -6.624 2.988
H -1.895 -1.701 3.434
H -0.419 -2.128 2.633
H -1.063 -3.114 3.998
H -1.489 -2.638 0.464
H -2.945 -1.777 1.127
H -2.564 -4.470 -0.185
H -3.538 -3.188 -0.948
H -4.608 -6.130 -0.142
H -5.581 -4.762 -0.816
H -6.873 -6.678 0.376
H -7.234 -5.076 1.065
H -7.778 -7.440 2.642
H -7.787 -5.781 3.240
H -6.709 -7.063 3.886
C -2.528 5.510 5.722
O -1.503 5.077 4.812
C -2.039 4.824 3.582
C -0.995 4.637 2.530
N 0.089 3.618 3.029
H 0.909 4.148 2.771
H 0.082 3.588 4.039
C 0.244 2.245 2.355
C -0.884 1.276 3.031
O -2.222 1.755 3.033
C -2.941 1.841 1.825
H -3.115 6.312 5.274
H -2.188 5.878 6.690
H -3.108 4.619 5.962
H -2.646 5.707 3.381
H -2.558 3.869 3.661
H -0.500 5.586 2.324
H -1.405 4.217 1.612
H 1.234 1.921 2.676
H 0.224 2.342 1.269
H -0.603 1.260 4.084
H -0.814 0.268 2.623
H -3.333 0.839 1.651
H -2.304 2.073 0.971
H -3.716 2.549 2.118
C 2.875 1.539 -4.217
O 1.523 1.751 -3.771
C 0.833 2.731 -4.464
C -0.474 3.106 -3.782
N -0.201 3.788 -2.402
H -1.048 3.811 -1.853
H 0.368 3.126 -1.894
C 0.593 5.105 -2.238
C 0.067 6.260 -3.116
O 0.380 6.060 -4.548
C -0.189 7.073 -5.394
H 3.512 2.423 -4.165
H 2.711 1.140 -5.217
H 3.489 0.860 -3.625
H 0.453 2.339 -5.407
H 1.399 3.610 -4.772
H -0.996 2.281 -3.297
H -1.152 3.784 -4.302
H 1.650 4.882 -2.382
H 0.440 5.492 -1.231
H 0.538 7.192 -2.803
H -1.017 6.358 -3.180
H 0.330 6.843 -6.325
H -0.157 8.076 -4.970
H -1.245 6.828 -5.514
C 6.855 3.876 7.727
O 6.081 3.489 6.581
C 4.999 4.355 6.325
C 4.622 4.311 4.851
N 4.034 3.018 4.374
H 3.255 2.937 5.012
H 3.639 3.141 3.453
C 4.944 1.736 4.418
C 4.048 0.545 3.998
O 3.606 0.593 2.606
C 2.652 -0.306 2.202
H 6.148 3.824 8.555
H 7.289 4.859 7.548
H 7.618 3.145 7.996
H 5.308 5.374 6.560
H 4.175 4.126 7.002
H 5.432 4.509 4.150
H 3.901 5.085 4.586
H 5.231 1.573 5.457
H 5.781 1.960 3.756
H 3.152 0.457 4.612
H 4.562 -0.415 4.034
H 1.891 -0.603 2.923
H 3.110 -1.247 1.896
H 2.026 0.055 1.386
C -9.221 -3.711 -1.311
O -7.991 -3.888 -2.089
C -8.021 -3.288 -3.376
C -7.863 -1.801 -3.236
N -6.840 -1.274 -2.159
H -6.886 -1.778 -1.285
H -5.883 -1.427 -2.444
C -6.980 0.212 -1.740
C -5.577 0.684 -1.206
O -4.557 0.452 -2.092
C -3.301 0.433 -1.563
H -10.080 -4.126 -1.838
H -9.236 -2.670 -0.988
H -9.161 -4.310 -0.403
H -8.968 -3.470 -3.883
H -7.121 -3.611 -3.899
H -8.807 -1.342 -2.943
H -7.602 -1.307 -4.172
H -7.761 0.272 -0.981
H -7.257 0.823 -2.598
H -5.393 0.155 -0.272
H -5.573 1.742 -0.944
H -2.602 0.253 -2.379
H -3.334 -0.409 -0.871
H -2.866 1.260 -1.002
C 7.384 -3.703 -3.133
O 6.768 -4.428 -2.055
C 6.457 -5.762 -2.440
C 5.410 -6.309 -1.424
N 4.070 -5.499 -1.325
H 3.790 -5.409 -2.292
H 3.359 -6.071 -0.892
C 4.104 -4.210 -0.506
C 2.641 -3.706 -0.293
O 2.131 -4.728 0.546
C 0.731 -4.655 0.751
H 8.301 -4.144 -3.523
H 7.499 -2.639 -2.929
H 6.795 -3.795 -4.046
H 7.410 -6.274 -2.577
H 6.084 -5.854 -3.460
H 5.773 -6.451 -0.406
H 4.942 -7.256 -1.692
H 4.643 -3.523 -1.158
H 4.641 -4.387 0.426
H 2.062 -3.506 -1.195
H 2.655 -2.814 0.333
H 0.339 -5.532 1.266
H 0.205 -4.598 -0.202
H 0.464 -3.803 1.375

=====

Number 1: Kohn-Sham gap 0.249 hartree, LUMO 0.0021 hartree, HOMO -6.710 eV. Number 2: Kohn-Sham gap 0.273 hartree, LUMO -0.1565 hartree, HOMO -11.679 eV. Number 3: Kohn-Sham gap 0.291 hartree, LUMO -0.0886 hartree, HOMO -10.330 eV. Number 4: Kohn-Sham gap 0.145 hartree, LUMO -0.2627 hartree, HOMO -11.085 eV.